1.
The following is a DFT calculation (wB97M-V/def2-TZVPD) of a molecular structure, C12H38B2O6Pb.

```
! RIJCOSX wB97M-V def2-TZVPD def2/J DEFGRID3
* xyz 1 2
Pb -0.2559 -0.6978 0.4439
B -1.7878 -2.2137 -1.0664
H -1.7421 -2.7486 -0.1305
H -2.3591 -2.8464 -1.7278
H -2.2135 -1.2331 -0.9201
H -0.7889 -2.1141 -1.4622
B 1.0951 1.1419 1.7398
H 1.6255 2.0247 2.0618
H 0.9180 0.3297 2.4278
H 0.1519 1.4273 1.3004
H 1.6265 0.6723 0.9266
C 2.3955 3.7942 -4.2828
O 1.2428 3.2795 -3.6706
C 1.5120 3.0446 -2.2430
C 0.1848 2.5228 -1.4735
O -0.1624 1.1562 -1.6250
C -0.7274 0.9162 -2.9636
H 2.1364 3.8318 -5.3409
H 3.2918 3.1750 -4.2457
H 2.6431 4.8131 -3.9852
H 2.0222 3.8188 -1.6699
H 2.1525 2.1630 -2.2158
H -0.5728 3.2754 -1.6917
H 0.4128 2.6228 -0.4123
H -0.2529 1.4668 -3.7758
H -1.7969 1.1264 -2.9552
H -0.6312 -0.1389 -3.2200
C 1.4028 -2.2969 3.1366
O 0.9168 -2.5061 1.8007
C 1.6999 -3.3273 0.9450
C 2.6356 -2.5364 0.0652
O 1.8909 -1.4781 -0.5330
C 2.5976 -0.8185 -1.5657
H 1.8784 -3.1263 3.6601
H 0.7134 -1.9465 3.9048
H 2.1579 -1.5120 3.0930
H 1.0274 -3.7914 0.2236
H 2.1471 -4.2061 1.4095
H 2.9694 -3.1843 -0.7453
H 3.3846 -2.1538 0.7586
H 2.1745 0.0713 -2.0320
H 2.8031 -1.4724 -2.4132
H 3.5354 -0.4649 -1.1373
C -3.2122 1.4107 -0.1061
O -2.3448 0.8364 0.8500
C -2.9429 0.7941 2.1688
C -2.0969 0.1139 3.2544
O -1.5903 -1.0661 2.6950
C -2.4421 -2.1754 2.8201
H -2.9853 1.0316 -1.1026
H -3.0492 2.4884 -0.1223
H -4.2631 1.2510 0.1350
H -3.8933 0.2607 2.1852
H -3.1534 1.8401 2.3916
H -2.6863 0.0098 4.1654
H -1.3231 0.8128 3.5719
H -3.2632 -2.1145 2.1058
H -2.9145 -2.2363 3.8005
H -1.8943 -3.1174 2.7945
*
```

Properties
Gap between HOMO and LUMO (spin up / spin down), hartree: 0.3907 / 0.1822
E_LUMO (spin up / spin down), eV: -1.835 / -7.507

2.
The following is a DFT calculation (wB97M-V/def2-TZVPD) of a molecular structure, C28H25BrN4O3PdS2.

```
! RIJCOSX wB97M-V def2-TZVPD def2/J DEFGRID3
* xyz 0 3
Pd -0.5059 -0.0376 -0.2088
N 3.0039 -0.2743 -2.9582
C 2.1001 -0.1043 -1.9567
S 0.5782 0.5541 -2.4125
N 2.4952 -0.4089 -0.7487
N 1.6471 -0.3045 0.2684
C 2.1194 -0.1949 1.4762
C 3.5641 -0.2212 1.7689
C 4.0451 -1.1313 2.7086
C 5.3945 -1.1831 2.9986
C 6.2809 -0.3412 2.3456
C 5.8073 0.5540 1.3999
C 4.4555 0.6208 1.1137
C 1.1809 -0.0391 2.5800
C 1.6078 0.2518 3.8816
C 0.6680 0.3666 4.8865
C -0.6723 0.2227 4.5660
C -1.0169 -0.0194 3.2435
N -0.1212 -0.1569 2.2835
H 2.8495 0.2507 -3.8038
H 3.9586 -0.4524 -2.6838
H 3.3549 -1.8072 3.1940
H 5.7521 -1.8835 3.7374
H 7.3381 -0.3846 2.5684
H 6.4953 1.2058 0.8817
H 4.0821 1.3296 0.3903
H 2.6565 0.3744 4.0961
H 0.9750 0.5530 5.9051
H -1.4315 0.2948 5.3254
H -2.0501 -0.1291 2.9390
C -0.6650 -2.5287 -5.3511
C -0.8544 -2.4094 -3.8708
C -1.9473 -1.7365 -3.3316
C -2.1357 -1.6713 -1.9609
C -1.1917 -2.2545 -1.1121
C -0.0834 -2.9167 -1.6356
C 0.0709 -2.9914 -3.0073
S -1.5098 -2.3472 0.6758
C -2.6220 -3.8268 0.5498
O -2.4512 -1.2537 0.9620
H -1.5261 -2.1456 -5.8908
H -0.5150 -3.5690 -5.6362
H 0.2180 -1.9705 -5.6592
H -2.6666 -1.2669 -3.9862
H -3.0098 -1.1873 -1.5380
H 0.6273 -3.3831 -0.9650
H 0.9205 -3.5140 -3.4166
H -3.4323 -3.5795 -0.1245
H -3.0138 -4.0007 1.5456
H -2.0632 -4.6868 0.2023
Br -5.7747 6.9240 -0.7455
C -4.5981 5.4308 -0.5858
C -3.9296 5.2218 0.6086
C -3.0736 4.1401 0.7192
C -2.9149 3.2722 -0.3518
C -3.5996 3.4964 -1.5409
C -4.4382 4.5855 -1.6706
C -2.0318 2.0650 -0.2710
O -2.4182 1.0458 -0.8767
O -0.9505 2.1182 0.3646
H -4.0739 5.9035 1.4330
H -2.5384 3.9485 1.6363
H -3.4664 2.8025 -2.3558
H -4.9567 4.7811 -2.5977
*
```

Properties
Gap between HOMO and LUMO (spin up / spin down), hartree: 0.2755 / 0.2455
E_LUMO (spin up / spin down), eV: -0.238 / -0.973

3.
The following is a DFT calculation (wB97M-V/def2-TZVPD) of 2 unconnected molecules or ions with the total composition FH5S2Si2.

```
! RIJCOSX wB97M-V def2-TZVPD def2/J DEFGRID3
* xyz 0 1
F 2.2216 -0.1867 1.9669
Si -1.6654 -0.2178 0.2255
Si 1.7198 -0.1203 0.4459
S 2.6318 1.5204 -0.5924
S 2.5420 -1.9778 -0.2728
H -1.9017 -0.7169 1.5207
H -1.9552 1.2626 -0.1051
H -1.8303 -1.3935 -0.8438
H 2.0846 2.3371 0.3462
H 2.2833 -2.7450 0.7411
*
```

Properties
Gap between HOMO and LUMO, hartree: 0.2582
E_LUMO, eV: -0.900

4.
The following is a DFT calculation (wB97M-V/def2-TZVPD) of a single C4H4N2OS molecule.

```
! RIJCOSX wB97M-V def2-TZVPD def2/J DEFGRID3
* xyz 0 1
N 3.7404 0.1658 -0.2733
C 2.7448 -0.3460 -0.0220
C 1.4003 -0.8442 0.1418
C 0.2130 -0.1257 -0.0016
N 0.1395 1.1763 -0.3404
S -1.1750 -1.2926 -0.2650
C -2.6830 -0.2123 -0.0372
O -2.5176 0.9704 -0.0609
H 1.5839 -1.9674 0.3605
H 0.9398 1.5708 -0.0380
H -0.6447 1.6061 0.5631
H -3.7415 -0.7013 -0.0270
*
```

Properties
Gap between HOMO and LUMO, hartree: 0.3288
E_LUMO, eV: -0.098

| no. | calculated total energy (eV) | maximum force (eV/Å) |
| --- | --- | --- |
| 1 | -31928.44780 | 4.89 |
| 2 | -136736.56320 | 2.58 |
| 3 | -40224.43672 | 3.67 |
| 4 | -20072.62684 | 7.35 |